[1]
Molecular formula: C28H78As2F15N7O11
Method: DFT, ωB97M-V/def2-TZVPD

Summary:
total charge: +2
HOMO level: -7.8 eV
energy above the lowest of the compared OMol25 structures with the same formula, charge and spin: 773.9 kJ/mol
gap between HOMO and LUMO: 2.554 eV
energy: -8293.41679 a.u.

Geometry (Å):
As  -0.53  0.18  -0.27
As  4.42  2.84  -1.01
F  -0.39  0.25  -2.00
F  -1.91  5.14  4.55
F  3.91  3.73  0.43
F  -0.44  4.10  5.74
F  5.12  4.28  -1.76
F  -0.71  0.18  1.49
F  5.96  2.46  -0.28
F  2.92  3.32  -1.78
F  4.88  1.86  -2.41
F  -0.69  -1.56  -0.31
F  -2.31  0.14  -0.41
F  1.20  -0.05  0.00
F  -0.86  3.46  3.69
F  -0.30  1.92  -0.28
F  3.58  1.42  -0.40
O  3.13  -4.25  1.13
O  -1.31  4.87  0.31
O  -2.57  -2.49  -2.42
O  -2.33  -4.17  -1.07
O  -5.03  -0.65  0.96
O  -1.98  1.58  5.21
O  -3.01  3.13  6.48
O  2.86  1.77  3.26
O  -1.05  -3.96  -2.81
O  -4.62  1.74  -1.63
O  2.54  -2.78  -4.43
N  -1.95  -3.51  -2.06
N  5.23  0.87  2.18
N  -3.18  0.36  -3.29
N  3.98  -6.70  1.68
N  0.17  4.83  -1.85
N  -3.41  -2.46  -0.21
N  3.80  -0.74  -2.92
C  -5.28  -3.70  -1.33
C  -5.80  -0.05  1.97
C  4.14  -0.13  2.59
C  0.93  5.07  -0.53
C  3.34  0.53  3.71
C  -2.13  -0.68  4.91
C  -3.18  1.84  -3.39
C  2.04  -3.33  1.15
C  -4.82  -2.33  -0.81
C  1.75  0.08  -4.12
C  -4.23  2.23  -4.44
C  -2.52  2.90  5.25
C  4.79  -1.47  2.94
C  -2.37  5.29  1.11
C  2.29  -0.83  -3.01
C  -5.74  -1.61  0.21
C  -1.41  3.92  4.85
C  2.19  -4.15  -4.60
C  1.66  1.76  2.47
C  -2.55  0.66  4.30
C  4.31  -6.05  0.31
C  4.65  -7.21  -0.69
C  -5.16  2.05  -0.35
C  -0.06  5.49  0.53
C  1.99  -2.30  -3.18
C  3.16  -5.09  0.00
C  -3.49  2.44  -2.02
C  2.09  6.08  -0.66
H  -6.07  1.47  -0.26
H  2.20  -5.62  -0.09
H  1.30  4.06  -0.36
H  -0.25  6.56  0.69
H  1.99  1.25  1.57
H  -3.36  -3.17  0.52
H  -3.63  0.57  4.11
H  -2.48  -0.81  5.93
H  1.97  1.09  -3.76
H  5.83  1.20  2.94
H  1.78  -3.15  0.11
H  -2.10  0.90  3.33
H  4.16  -1.41  -2.25
H  -4.49  1.72  0.44
H  -5.10  0.72  2.31
H  -4.05  0.06  -2.83
H  0.87  1.21  2.98
H  0.91  4.63  -2.52
H  -5.12  -4.56  -0.68
H  4.73  -7.41  1.68
H  2.43  -4.80  -3.75
H  -3.34  -0.13  -4.17
H  -2.69  6.33  0.98
H  2.24  -2.46  1.77
H  5.60  -1.40  3.67
H  -2.17  2.07  -3.73
H  0.69  -0.05  -4.33
H  5.20  -5.43  0.47
H  -2.61  -1.57  4.48
H  4.74  1.67  1.78
H  -4.49  -1.65  -1.60
H  -4.54  -3.92  -2.11
H  2.52  -0.10  4.07
H  0.31  5.22  1.53
H  -2.30  -0.01  -2.91
H  -4.32  3.27  -4.74
H  2.29  -0.06  -5.05
H  5.16  -6.71  -1.52
H  5.43  -7.90  -0.34
H  5.24  -2.09  2.16
H  1.13  -3.77  1.57
H  -6.67  -1.27  -0.25
H  0.91  -2.41  -3.32
H  2.68  6.06  0.26
H  -6.12  -0.71  2.78
H  -3.61  3.53  -2.15
H  1.31  2.75  2.21
H  -2.21  5.23  2.19
H  4.14  0.19  -2.63
H  3.89  -7.97  -0.90
H  -6.08  -2.33  0.96
H  1.88  -0.53  -2.06
H  -4.10  1.79  -5.43
H  -3.06  -1.56  0.13
H  -2.68  2.26  -1.31
H  -5.26  1.91  -4.22
H  -2.74  -2.84  -0.90
H  1.12  -4.25  -4.77
H  4.01  0.72  4.55
H  2.83  -4.55  -5.38
H  -6.24  -3.75  -1.83
H  2.32  -2.95  -2.37
H  -6.73  0.34  1.53
H  -0.51  4.10  -1.67
H  4.01  -2.17  3.24
H  3.29  -4.52  -0.93
H  -1.06  -0.85  4.84
H  5.90  0.49  1.52
H  1.71  7.08  -0.85
H  3.59  -0.32  1.67
H  3.08  -7.06  1.99
H  -5.32  3.12  -0.22
H  -3.26  4.68  0.92
H  -3.35  3.02  4.53
H  2.83  5.90  -1.44
H  4.26  -1.02  -3.79
H  4.33  -6.05  2.38
H  -0.42  5.62  -2.10

=====

[2]
Molecular formula: C28H78As3F21N6O8
Method: DFT, ωB97M-V/def2-TZVPD

Summary:
total charge: +1
HOMO level (spin up / spin down): -4.7 / -10.7 eV
gap between HOMO and LUMO (spin up / spin down): 2.252 / 8.233 eV
2S+1: 2
energy: -10848.37342 a.u.

Geometry (Å):
As  -1.02  3.99  -1.32
As  0.41  -3.30  4.87
As  5.93  -0.58  1.55
F  5.47  0.49  0.18
F  -2.67  3.44  -1.77
F  0.77  -4.88  4.09
F  -1.07  2.85  0.06
F  6.34  -1.65  2.88
F  -0.59  -2.45  0.03
F  2.04  -2.83  4.46
F  -1.75  5.27  -0.39
F  -0.08  -2.59  3.34
F  4.18  -0.90  1.82
F  -1.37  -3.77  5.15
F  5.70  0.80  2.68
F  0.19  -1.73  5.83
F  -0.88  -2.26  -2.04
F  -0.98  5.03  -2.83
F  7.66  -0.33  1.28
F  -1.75  -0.74  -0.76
F  0.63  4.52  -0.87
F  0.79  -4.08  6.50
F  5.93  -2.02  0.39
F  -0.22  2.71  -2.36
O  5.66  3.64  -1.54
O  -4.52  -2.22  2.73
O  1.61  -0.98  -1.77
O  1.19  -0.48  0.34
O  -3.38  0.90  -3.97
O  -3.72  1.42  2.86
O  1.94  1.22  -4.63
O  4.85  -4.87  1.47
N  -7.18  -2.69  2.49
N  2.38  -1.68  -4.44
N  3.61  1.54  -1.88
N  -4.18  2.81  5.32
N  3.28  -2.68  0.19
N  -4.95  2.93  -2.92
C  0.55  -0.61  -0.98
C  1.56  0.36  2.51
C  -4.68  2.89  -4.45
C  6.70  4.59  -1.80
C  3.31  3.01  -1.57
C  -2.50  0.88  5.79
C  4.40  3.93  -2.20
C  -3.43  2.12  -4.75
C  -3.16  -2.60  2.78
C  3.65  -4.43  2.02
C  3.15  3.02  0.00
C  -7.55  -3.08  4.94
C  1.80  -4.77  0.11
C  -2.87  2.16  4.96
C  2.88  -0.78  -5.57
C  2.55  -3.84  1.01
C  -5.20  -2.60  3.98
C  -2.67  2.10  3.41
C  1.95  0.39  -5.78
C  -0.67  -1.54  -0.93
C  1.43  2.46  -4.93
C  -3.38  1.08  1.51
C  -4.50  4.27  -5.01
C  -6.68  -2.25  3.88
C  -2.20  0.12  -4.15
C  0.49  -0.02  1.46
C  5.75  -5.24  2.43
C  3.42  -1.50  -6.82
H  -0.15  -0.84  1.80
H  3.63  -3.71  2.84
H  2.58  -2.24  -0.38
H  1.13  -4.28  -0.60
H  -8.16  -2.61  2.28
H  -6.73  -1.16  3.85
H  -6.66  -2.21  1.77
H  -2.14  2.88  5.31
H  2.30  3.20  -1.93
H  -5.73  3.52  -2.69
H  -4.29  3.77  5.62
H  -7.00  -3.68  2.41
H  2.21  1.03  -6.63
H  5.98  -4.48  3.18
H  -2.61  2.75  -4.44
H  -4.75  2.11  5.78
H  -5.44  4.78  -4.81
H  -1.68  1.80  3.08
H  6.68  -5.44  1.90
H  -4.68  -2.15  4.82
H  4.55  1.32  -1.59
H  3.09  0.92  -1.28
H  0.33  0.44  -1.20
H  0.44  2.42  -5.37
H  3.01  4.06  0.30
H  -7.50  -4.16  4.85
H  2.06  -1.02  -3.75
H  -2.17  -0.94  -3.88
H  2.02  2.98  -5.69
H  -1.54  0.46  5.47
H  -4.14  3.19  -2.38
H  2.32  2.41  0.33
H  -7.13  -2.81  5.91
H  1.63  -2.34  -4.58
H  -2.53  -2.33  3.63
H  2.36  0.97  2.08
H  2.52  -5.22  -0.58
H  3.78  -0.43  -5.07
H  6.87  4.82  -2.86
H  -3.78  4.89  -4.48
H  -1.38  0.62  -3.65
H  4.24  -2.17  -6.54
H  2.69  -2.11  -7.35
H  3.17  -5.26  2.54
H  -1.97  0.09  -5.22
H  0.95  0.02  -5.99
H  -5.01  -3.67  4.09
H  4.57  3.72  -3.26
H  -2.62  3.10  2.99
H  -4.45  4.25  -6.10
H  1.79  -3.18  1.42
H  -5.17  1.97  -2.69
H  -4.68  2.85  4.45
H  5.37  -6.07  3.03
H  1.52  3.18  -4.12
H  3.77  -0.81  -7.58
H  3.43  1.39  -2.86
H  -2.56  1.09  6.86
H  4.03  2.76  0.59
H  -3.34  2.04  -5.84
H  3.69  -1.96  0.77
H  7.61  4.22  -1.33
H  -8.60  -2.79  4.87
H  -3.11  -3.68  2.61
H  -3.26  0.10  5.78
H  4.07  4.97  -2.21
H  -2.57  -2.15  1.98
H  -4.04  0.27  1.22
H  1.40  -5.66  0.59
H  3.24  -2.07  -4.09
H  4.09  -3.13  -0.21
H  -5.54  2.40  -4.89
H  -2.45  0.53  1.40
H  -0.12  0.86  1.25
H  -3.53  1.87  0.77
H  6.42  5.55  -1.37
H  2.06  -0.57  2.78
H  1.21  0.80  3.44

=====

[3]
Molecular formula: C28H78N2O12
Method: DFT, ωB97M-V/def2-TZVPD

Summary:
total charge: 0
HOMO level: -8.7 eV
energy above the lowest of the compared OMol25 structures with the same formula, charge and spin: 240.6 kJ/mol
gap between HOMO and LUMO: 8.967 eV
energy: -2125.73554 a.u.

Geometry (Å):
O  23.15  6.24  15.23
O  28.02  18.05  18.81
O  20.79  8.57  15.42
O  18.83  17.63  25.08
O  15.73  7.25  19.59
O  18.17  9.24  14.85
O  24.73  8.30  15.65
O  22.29  4.76  17.80
O  20.57  14.06  19.91
O  21.78  13.43  11.76
O  25.25  13.40  18.21
O  19.32  12.61  10.59
N  27.96  14.99  19.03
N  20.04  15.31  22.44
C  21.11  13.15  18.97
C  24.58  12.30  17.61
C  22.50  5.32  19.09
C  19.16  16.25  23.10
C  29.06  17.25  19.36
C  17.40  7.44  13.38
C  21.62  4.73  14.21
C  22.52  13.50  12.98
C  20.98  15.93  21.49
C  27.09  14.02  19.68
C  26.54  13.01  18.69
C  17.34  8.85  18.69
C  26.13  9.80  14.46
C  21.10  9.44  16.54
C  21.18  10.89  16.04
C  19.70  16.65  24.46
C  22.05  6.78  19.19
C  28.44  15.97  19.98
C  21.52  14.85  20.56
C  24.93  8.86  14.37
C  23.38  12.25  13.09
C  18.56  12.63  11.81
C  23.04  5.25  14.21
C  16.67  7.50  18.57
C  19.50  18.49  25.95
C  28.18  19.43  19.08
C  17.49  7.99  14.80
C  18.94  11.44  12.69
H  27.17  13.03  17.80
H  23.56  12.55  17.32
H  26.60  11.99  19.07
H  19.10  8.98  14.83
H  26.30  10.47  13.61
H  24.97  8.09  13.60
H  23.79  4.45  14.17
H  20.90  5.56  14.18
H  20.96  6.84  19.22
H  22.90  5.73  16.02
H  21.26  4.08  13.41
H  22.14  9.11  16.67
H  19.79  15.82  25.16
H  20.21  12.89  10.84
H  24.39  7.39  15.50
H  21.44  4.18  15.14
H  22.50  7.23  20.08
H  17.85  8.85  19.66
H  27.68  13.43  20.39
H  20.48  9.21  17.40
H  26.26  14.42  20.27
H  22.32  15.33  19.99
H  26.19  10.55  15.24
H  21.61  13.70  18.17
H  20.17  11.28  15.84
H  18.71  13.58  12.33
H  23.75  12.09  14.11
H  24.03  9.42  14.06
H  23.55  5.32  19.37
H  29.06  19.86  18.60
H  16.79  8.07  12.73
H  17.39  6.67  18.50
H  19.66  14.49  21.98
H  28.16  19.69  20.14
H  24.17  12.19  12.34
H  18.76  17.08  22.51
H  20.72  17.03  24.41
H  15.61  6.30  19.71
H  18.20  7.38  15.37
H  29.76  17.02  18.55
H  22.40  7.38  18.35
H  21.83  16.42  21.97
H  25.12  12.01  16.71
H  16.62  9.63  18.48
H  20.42  16.65  20.88
H  17.51  12.50  11.55
H  21.88  4.70  19.75
H  21.46  11.49  16.91
H  27.29  19.88  18.65
H  18.56  11.62  13.70
H  16.17  7.50  17.59
H  21.38  4.45  17.83
H  27.05  9.22  14.58
H  29.62  17.80  20.12
H  19.88  17.99  26.85
H  18.36  10.56  12.40
H  18.12  9.03  17.94
H  27.36  15.56  18.43
H  22.12  14.18  21.20
H  20.43  18.93  25.56
H  24.46  11.51  18.35
H  20.02  11.33  12.67
H  18.35  7.12  12.97
H  21.52  8.39  14.83
H  16.48  8.00  15.21
H  20.35  12.47  18.61
H  21.85  14.22  11.21
H  23.21  5.81  13.28
H  21.82  10.96  15.17
H  18.85  19.27  26.35
H  21.78  13.42  13.78
H  22.78  11.35  12.91
H  29.16  15.52  20.67
H  18.27  15.61  23.19
H  21.79  12.44  19.47
H  16.82  6.51  13.41
H  27.60  16.45  20.49
H  23.20  14.33  13.13